(1)
C18H25N5O3S2 | ωB97M-V/def2-TZVPD

Structure (XYZ):
```
53
Properties=species:S:1:pos:R:3:forces:R:3
C 3.124643 -2.036907 -0.672711 -0.0627 0.0321 0.1589
N -1.825443 -1.158010 -2.043969 0.4297 0.8763 0.1730
O -0.602366 0.862168 -2.853742 0.1898 -0.3034 -0.1511
C 1.691225 -0.992523 -2.289392 0.0517 0.0283 -0.1167
C 0.776036 -0.736892 -1.285894 -0.6637 0.2813 -0.1328
O -1.259323 0.706513 -0.478565 0.0740 -0.3348 0.1582
H -2.566953 -3.266214 -4.550805 -0.0077 0.0665 0.0032
H -1.203005 5.865898 4.105068 -0.1042 0.0648 0.0785
C -1.546449 -1.876597 -3.263573 0.0294 -0.1640 -0.7079
C 2.260892 0.140735 2.631684 0.1842 1.0048 -0.9527
H 2.354223 4.764837 3.681182 0.0546 0.0742 0.0339
C -4.219680 -4.467706 -2.943134 0.0598 0.0111 0.0179
H 0.273667 -0.883772 0.771190 -0.0052 0.0344 0.1611
N -3.127704 -3.591529 -2.577222 -0.0126 0.0640 -0.0031
S 2.631847 1.111822 1.210638 -0.2534 0.2486 1.0601
C 2.868644 -1.654634 -1.979383 -0.0053 0.0235 0.0036
C -0.128702 5.924534 3.949919 -0.0245 -0.1867 -0.1767
H -2.405080 -1.410297 -0.092081 -0.0538 -0.1697 0.0565
C -2.190879 -2.035772 -0.958585 -0.3264 -0.2537 0.6005
H 0.074933 3.868296 3.362660 -0.0546 -0.0061 -0.0729
H -0.193230 4.981933 2.018074 -0.0239 -0.0580 -0.0622
H 3.357482 4.085925 1.444472 -0.0549 -0.0044 -0.0606
N 1.929676 2.149445 3.437013 -0.0994 1.5888 0.1602
H -3.676175 -3.543813 -0.574209 -0.0068 0.0683 0.0023
H -1.369669 -2.730263 -0.722027 -0.0709 0.0213 0.0120
H -1.302058 -1.138165 -4.026981 -0.0155 -0.1639 -0.0985
H 2.416140 -1.570967 3.664027 -0.0018 -0.0109 -0.1698
N 2.370705 -1.221228 2.711273 -0.0233 -0.5340 0.5925
H -3.934301 -5.040702 -3.823816 -0.0570 -0.0611 -0.0390
H 1.720335 3.934202 0.810913 0.0511 0.0522 -0.0231
C -2.783076 -2.680823 -3.654502 0.2443 0.0556 0.0940
C 0.328756 4.852482 2.968990 0.1408 0.1605 0.1612
N 1.938039 0.844985 3.663368 -0.0325 -1.7922 0.4459
C 2.212304 -1.745601 0.336189 -0.2022 -0.1409 -0.3466
H 3.589066 -1.868784 -2.753659 0.0564 -0.0022 -0.0670
H 0.109946 6.917341 3.573360 0.0066 0.1392 0.0099
C 1.014120 -1.111222 0.019148 0.0904 -0.2004 0.1448
C 2.249590 2.496647 2.249590 0.3704 -0.6942 -0.7340
C -3.421040 -2.840257 -1.369497 0.2515 0.0641 0.0584
C 2.319431 3.879843 1.724843 0.0650 0.4434 0.0108
H -4.268738 -2.148975 -1.518295 -0.0028 -0.0373 0.0368
O 2.761215 -3.320750 2.030716 0.0794 -0.1061 -0.0981
H 2.097564 5.912494 2.359216 0.0504 0.0202 0.0338
C 1.835560 4.920785 2.734665 -0.2166 -0.1886 -0.1763
H 1.473670 -0.654778 -3.290194 0.0503 0.0124 -0.1533
H -0.697928 -2.565116 -3.126971 -0.0559 0.0224 -0.0449
H 4.038966 -2.551391 -0.418880 0.0811 -0.0693 0.0153
H -5.149399 -3.921586 -3.164273 -0.0331 0.0136 -0.0079
S -0.779353 0.074751 -1.671036 -0.1040 0.0247 -0.0315
H -4.408349 -5.159714 -2.124131 -0.0668 -0.0632 -0.0038
C 2.485253 -2.181472 1.735295 -0.0189 0.0506 0.0455
H -3.609590 -1.983461 -3.876192 0.0174 -0.0311 -0.0373
H 0.364563 5.794284 4.910225 0.0322 0.0290 0.1390
```
Positions in Å, forces in eV/Å.

Results
Multiplicity   1
Energy relative to the best compared isomer or geometry (same formula, charge and spin)   45.7 kJ/mol
Orbital gap   9.14 eV
Molar mass   423.56 g mol⁻¹
HOMO energy   -9.13 eV

Atom-resolved charges from natural (NBO), all expressed in e:
1. C -0.142
2. N -0.667
3. O -0.936
4. C -0.191
5. C -0.267
6. O -0.935
7. H 0.209
8. H 0.209
9. C -0.244
10. C 0.212
11. H 0.215
12. C -0.406
13. H 0.252
14. N -0.435
15. S 0.319
16. C -0.213
17. C -0.599
18. H 0.238
19. C -0.244
20. H 0.217
21. H 0.191
22. H 0.228
23. N -0.268
24. H 0.210
25. H 0.186
26. H 0.237
27. H 0.435
28. N -0.622
29. H 0.202
30. H 0.227
31. C -0.226
32. C -0.400
33. N -0.301
34. C -0.160
35. H 0.227
36. H 0.196
37. C -0.201
38. C 0.092
39. C -0.226
40. C -0.456
41. H 0.173
42. O -0.559
43. H 0.203
44. C -0.385
45. H 0.242
46. H 0.185
47. H 0.233
48. H 0.166
49. S 2.328
50. H 0.203
51. C 0.673
52. H 0.173
53. H 0.203



(2)
C2H4O2S | ωB97M-V/def2-TZVPD

Structure (XYZ):
```
9
Properties=species:S:1:pos:R:3:forces:R:3
C 0.812146 -1.276240 1.471075 -1.5706 1.1506 0.3146
O 0.243596 0.089700 -1.330327 -0.3938 0.0044 0.0515
H 0.832343 -0.600831 0.650496 0.7485 0.2302 -0.8466
O -0.796463 -2.028045 3.231371 -1.1509 -0.1706 0.9354
H -0.373427 -0.824188 -3.105881 -0.3100 -0.3741 1.1530
H 0.129137 0.907205 -3.302063 -0.3526 -0.8196 2.0939
C -0.057050 0.043087 -2.478534 1.0093 1.2686 -3.4342
H 1.698154 -1.704792 1.934766 -0.4789 -0.1688 -0.0940
S -0.702289 -1.170128 2.055356 2.4989 -1.1206 -0.1737
```
Positions in Å, forces in eV/Å.

Results
Multiplicity   1
Energy relative to the best compared isomer or geometry (same formula, charge and spin)   303.6 kJ/mol
Orbital gap   9.51 eV
Molar mass   92.12 g mol⁻¹
HOMO energy   -9.40 eV

Atom-resolved charges from natural (NBO), all expressed in e:
1. C -0.738
2. O -0.508
3. H 0.235
4. O -0.922
5. H 0.111
6. H 0.084
7. C 0.314
8. H 0.242
9. S 1.181



> Look up the multiplicity of the first one.

1



> What is the multiplicity in the first record?

1



> Which of these has the highest molar mass?

C18H25N5O3S2



> Look up the molar mass of the second one.

92.12 g mol⁻¹